[1]
The following is a quantum chemistry calculation of a molecular structure, C36H50InN2O5PS3Te at a distorted geometry, from the Open Molecules 2025 dataset.

Last column: Löwdin charge in e.
Positions of all 99 atoms, in Å:
Te1 -2.0547 -2.7867 0.1844  0.836
In1 -0.6615 -0.2956 0.0777  0.530
S1 -1.0907 1.6729 1.5906  0.671
S2 -3.7847 2.1235 2.6967  0.875
S3 -1.3242 -0.6921 3.9432  0.900
P1 -0.2247 -3.1235 -1.2845  0.136
O1 -0.8306 -1.2617 2.6628  -0.735
O2 0.6403 -1.9496 -1.4697  -0.327
O3 0.6818 -4.3422 -0.7497  -0.275
O4 -0.8117 -3.6760 -2.6851  -0.267
O5 -0.2698 0.7737 -1.7334  -0.149
N1 -3.4304 1.0435 0.3603  -0.031
N2 -2.6583 0.6520 -0.6770  -0.073
C1 3.3067 0.0096 -1.1403  -0.173
C2 0.0712 -5.5850 -0.4496  -0.324
C3 -3.2958 -2.2711 5.0158  -0.231
C4 -3.1089 -1.1810 3.9766  -0.298
C5 -1.9287 -0.7028 -5.1923  -0.107
C6 2.1972 0.9821 2.8941  -0.039
C7 -5.6013 3.3946 -0.4941  -0.053
C8 0.1294 -3.6179 -3.7597  -0.287
C9 -0.0468 0.0659 -3.9270  -0.019
C10 -0.9064 -1.9732 5.2117  -0.293
C11 -7.7325 2.3305 -0.7945  -0.096
C12 3.0447 1.3378 -0.8014  -0.172
C13 -0.5038 -4.1713 -5.0205  -0.059
C14 3.7746 -0.3910 -2.5139  -0.035
C15 -0.5614 -0.4386 -5.0910  -0.092
C16 -0.8478 0.2994 -2.7859  -0.367
C17 2.6005 1.6538 0.4887  -0.196
C18 -4.5448 3.5283 1.7836  -0.390
C19 -6.7411 2.4369 1.3837  -0.061
C20 2.4573 0.6501 1.4465  -0.208
C21 -4.6569 0.3245 -2.0265  -0.006
C22 3.4740 -2.4238 -0.5703  -0.046
C23 1.0908 -6.4642 0.2501  -0.064
C24 -7.7790 2.0472 0.5606  -0.081
C25 -2.7458 -0.4553 -4.1200  -0.035
C26 -6.6472 3.0101 -1.3158  -0.106
C27 -1.9769 -3.0361 5.0730  -0.241
C28 3.1131 -1.0103 -0.1977  -0.194
C29 2.4565 -1.7365 2.1557  -0.030
C30 2.3218 3.0909 0.8482  -0.050
C31 -2.7855 1.4962 1.3705  -1.085
C32 2.6643 -0.6932 1.0869  -0.192
C33 -5.6408 3.1078 0.8633  -0.315
C34 3.2436 2.4812 -1.7648  -0.035
C35 -2.2554 0.0405 -2.9017  -0.107
C36 -3.1687 0.3359 -1.8253  -0.257
H1 -4.9750 -0.6382 -2.4225  0.087
H2 -6.6198 3.2421 -2.3696  0.103
H3 2.8544 0.3950 3.5336  0.080
H4 2.4846 -2.7475 1.7607  0.067
H5 0.0943 -0.6520 -5.9260  0.109
H6 -4.9247 4.1753 2.5745  0.082
H7 -4.1291 -2.9200 4.7456  0.116
H8 3.2256 -1.6530 2.9288  0.089
H9 1.4826 -1.5834 2.6232  0.050
H10 -2.3464 -1.0964 -6.1082  0.099
H11 -3.3096 -1.5507 2.9711  0.076
H12 3.7865 2.1987 -2.6604  0.058
H13 1.0071 0.2722 -3.8164  0.112
H14 -4.9604 1.1078 -2.7178  0.090
H15 -1.8280 -3.5741 4.1341  0.113
H16 -3.7022 -0.2891 4.1608  0.048
H17 3.8059 3.2791 -1.2805  0.082
H18 2.3878 2.0296 3.1024  0.074
H19 -1.3515 -3.5555 -5.3084  0.064
H20 -0.8055 -5.4144 0.1947  0.060
H21 -0.2834 -6.0554 -1.3726  0.120
H22 -0.9369 -1.4743 6.1793  0.091
H23 -3.7983 -0.6739 -4.2105  0.103
H24 -4.7541 3.9197 -0.9099  0.117
H25 -1.9535 -3.7540 5.8943  0.115
H26 -8.6294 1.5275 0.9724  0.100
H27 2.2733 2.8729 -2.0703  0.091
H28 3.9866 0.4550 -3.1566  0.058
H29 1.9615 -6.5930 -0.3876  0.079
H30 -0.8415 -5.1929 -4.8622  0.076
H31 0.2310 -4.1578 -5.8219  0.080
H32 4.5274 -2.6098 -0.3472  0.098
H33 1.0242 -4.1916 -3.4870  0.121
H34 4.6763 -0.9984 -2.4547  0.085
H35 -6.7629 2.2178 2.4388  0.103
H36 1.1652 0.7572 3.1704  0.043
H37 -3.5077 -1.8353 5.9932  0.113
H38 1.4041 -6.0081 1.1868  0.077
H39 -8.5349 2.0114 -1.4436  0.100
H40 2.9942 -0.9832 -2.9930  0.075
H41 0.6599 -7.4388 0.4599  0.076
H42 -5.1394 0.4903 -1.0663  0.066
H43 1.5480 3.1618 1.6085  0.050
H44 2.8740 -3.1512 -0.0350  0.049
H45 0.0996 -2.3307 5.0097  0.092
H46 1.9709 3.6419 -0.0185  0.072
H47 3.3045 -2.5991 -1.6267  0.064
H48 0.4195 -2.5730 -3.9015  0.090
H49 3.2257 3.5805 1.2205  0.096
H50 -3.7245 4.0209 1.2613  0.085

## Properties
LUMO: -0.45 eV
Spin multiplicity: 1
Gap between HOMO and LUMO: 7.03 eV
E_HOMO: -7.48 eV



[2]
The following is a quantum chemistry calculation of a molecular structure, C36H51Br45O6 at a distorted geometry, from the Open Molecules 2025 dataset.

Last column: Löwdin charge in e.
Positions of all 138 atoms, in Å:
Br1 7.6528 2.3890 3.7945  0.539
Br2 4.8455 1.9373 0.5321  0.646
Br3 6.6640 5.8672 -0.9369  0.537
Br4 -1.2597 -3.0685 -3.0706  0.632
Br5 -0.2010 8.9592 -0.2591  0.570
Br6 9.0785 -4.9092 1.9877  0.534
Br7 -2.0551 9.7623 -2.7695  0.551
Br8 -3.9684 3.5521 -8.2861  0.554
Br9 6.2591 -0.4085 6.1185  0.527
Br10 2.9210 -0.5922 0.0007  0.635
Br11 3.9130 0.0771 2.9928  0.528
Br12 3.7883 -4.7957 12.5267  0.552
Br13 -8.5275 -3.0675 -9.1817  0.558
Br14 -5.6710 -2.7855 6.5338  0.688
Br15 -1.3893 -2.7815 -7.6055  0.564
Br16 6.9179 -5.3083 13.0993  0.551
Br17 -7.0791 6.9451 -12.2427  0.564
Br18 -5.5432 -3.6654 -10.2403  0.551
Br19 -6.4728 0.0584 7.8201  0.564
Br20 -1.1517 -4.3009 10.7582  0.554
Br21 6.8086 -5.7802 -0.1274  0.563
Br22 -8.3510 -2.5153 8.3028  0.563
Br23 7.5965 7.7275 -3.3975  0.559
Br24 0.3585 -5.4878 -7.5265  0.562
Br25 7.3923 -1.8577 3.4728  0.511
Br26 -1.6956 -6.1743 -2.3299  0.577
Br27 7.1664 -5.4844 8.6699  0.503
Br28 8.1129 -7.0783 6.0339  0.550
Br29 -6.6058 3.9921 -11.0425  0.607
Br30 -3.1665 0.7082 -9.5724  0.562
Br31 5.5725 -8.1195 7.7212  0.539
Br32 5.8880 -3.5869 5.7381  0.544
Br33 -1.7342 -3.9426 -0.0055  0.600
Br34 7.9743 -2.7761 -0.1606  0.536
Br35 5.6720 5.1979 -3.9289  0.605
Br36 -5.8466 0.9784 -7.8034  0.603
Br37 1.5817 -2.7451 -6.3577  0.580
Br38 -2.8994 -1.5946 10.6792  0.576
Br39 -3.1042 7.6068 -0.6158  0.553
Br40 4.6685 2.9869 4.8532  0.526
Br41 -6.6785 6.5402 -9.0710  0.554
Br42 -7.1141 -1.0384 -11.2480  0.537
Br43 5.3404 -7.1658 10.9909  0.508
Br44 6.0819 5.0160 2.7869  0.527
Br45 0.0716 -1.5583 11.9270  0.549
O1 -1.8367 -2.9706 4.8693  -0.219
O2 -6.4945 0.5394 0.8765  0.003
O3 -6.4593 -0.5546 -1.3173  0.023
O4 -6.7555 -0.7470 3.0882  0.024
O5 -3.3830 -0.5196 2.7836  -0.113
O6 1.0177 4.1120 -1.2435  -0.268
C1 -1.4236 -2.2246 7.3536  -0.137
C2 8.3570 -4.6489 0.2000  -1.592
C3 -1.4082 -3.3999 6.2096  -0.240
C4 -3.4819 0.0628 -3.2910  -0.211
C5 -6.2269 5.8902 -10.8480  -1.593
C6 3.2538 3.3056 -2.2856  -0.216
C7 -4.2263 -0.2498 0.2212  0.038
C8 -1.5400 -2.6075 11.6333  -1.589
C9 6.3481 3.7590 4.2474  -1.569
C10 -0.8400 1.0050 -4.6445  -0.214
C11 7.0094 -2.0403 5.3713  -1.561
C12 -2.8206 -0.2646 -0.6241  -0.120
C13 0.5375 1.0202 -5.5456  -0.192
C14 2.3883 3.6202 -0.9108  -0.246
C15 -7.1274 -1.6194 7.0845  -1.567
C16 -3.5228 -1.8783 3.3602  -0.122
C17 -2.0193 9.1947 -0.9092  -1.602
C18 -2.1235 -4.3330 -1.8710  -1.571
C19 5.2134 -6.1163 12.6239  -1.588
C20 -2.9840 0.7906 -1.9090  -0.193
C21 3.1999 1.6860 -2.5348  -0.265
C22 -2.1829 0.5704 -5.5407  -0.206
C23 2.8217 1.2291 -4.0631  -0.204
C24 1.5810 2.0540 -4.7490  -0.198
C25 -6.8479 -2.2954 -9.7875  -1.615
C26 4.3488 0.1437 1.0981  -1.518
C27 -2.9264 -1.9828 4.9175  -0.191
C28 -4.6229 1.8743 -9.0217  -1.595
C29 -6.0471 -0.2436 2.0744  -0.137
C30 -5.7963 -0.1349 -0.2369  -0.205
C31 -0.0299 -3.7943 -6.6514  -1.603
C32 7.2938 -7.2162 7.7929  -1.580
C33 -4.4274 -0.3474 1.7226  -0.011
C34 0.9805 5.5979 -1.0871  -0.146
C35 -3.4803 1.0469 -4.6194  -0.202
C36 7.0998 5.9339 -2.8316  -1.589
H1 -3.8000 -2.3565 5.6395  -0.047
H2 0.9885 2.5880 -3.8750  0.103
H3 -1.8951 0.1499 0.0040  0.141
H4 -0.4414 -4.0313 -5.6647  -0.091
H5 -2.2340 1.1806 -6.5602  0.079
H6 6.7601 4.3276 5.0876  -0.022
H7 5.2270 -0.4932 0.9493  -0.038
H8 7.9780 5.2969 -2.9804  -0.022
H9 1.8536 6.0866 -1.7031  0.101
H10 4.9523 -6.8097 13.4302  -0.024
H11 -6.4359 -1.7268 -8.9473  -0.078
H12 -2.5782 -0.8871 5.1829  0.140
H13 -1.2134 -1.1429 6.9595  0.088
H14 -2.9369 -2.6045 2.6266  0.119
H15 -5.1457 6.0144 -10.9687  -0.021
H16 0.9483 -0.0914 -5.5736  0.043
H17 -2.8785 -0.9447 -3.4761  0.041
H18 7.9555 -7.8371 8.4059  -0.018
H19 -2.2021 -0.5757 -5.7842  0.064
H20 -2.4827 -1.3391 -0.9908  0.044
H21 -0.0276 6.0313 -1.5306  0.080
H22 -1.1057 2.0775 -4.2006  0.114
H23 -0.2711 -3.7437 6.0990  0.131
H24 -3.7776 1.5887 -1.5463  0.122
H25 0.2412 1.4065 -6.6110  0.109
H26 -3.4272 2.1955 -4.3373  0.124
H27 -4.6000 -0.2612 -3.1255  0.102
H28 -4.4366 0.8428 -5.2820  0.051
H29 1.0793 5.9371 0.0304  0.086
H30 2.4818 0.0885 -4.0019  0.105
H31 -2.4476 -2.2900 7.9379  0.026
H32 -4.6338 -2.2563 3.4244  0.121
H33 2.2613 2.6853 -0.2099  0.082
H34 3.7624 1.2424 -4.7766  0.114
H35 9.1341 -4.9583 -0.5067  -0.024
H36 -1.9515 -2.8444 12.6200  -0.025
H37 -1.9585 1.3913 -2.0221  0.113
H38 -0.5391 -2.4729 8.1149  0.076
H39 -5.1931 2.1214 -9.9233  -0.124
H40 2.8829 3.9608 -3.1823  0.101
H41 -7.6976 -1.3723 6.1829  -0.023
H42 2.4615 1.1738 -1.7699  0.021
H43 4.3899 3.5923 -2.0656  0.033
H44 -0.7120 0.2917 -3.7178  0.103
H45 1.9134 2.8572 -5.5426  0.111
H46 -3.2038 -4.2132 -2.0041  -0.013
H47 -2.4675 10.0015 -0.3200  -0.025
H48 4.2893 1.2715 -2.3145  0.088
H49 -1.9788 -4.3481 6.6220  0.128
H50 2.9194 4.4511 -0.2434  0.117
H51 7.9662 -2.2123 5.8754  -0.018

## Properties
LUMO: -1.06 eV
Spin multiplicity: 1
Gap between HOMO and LUMO: 8.37 eV
E_HOMO: -9.43 eV



[3]
The following is a quantum chemistry calculation of a molecular structure, C36H52FeN4PS at a distorted geometry, from the Open Molecules 2025 dataset.

Last column: Löwdin charge in e.
Positions of all 95 atoms, in Å:
Fe1 0.1925 0.4560 0.1740  0.252
S1 -0.0484 0.4397 2.4619  0.879
P1 -2.1651 0.0325 0.1864  1.169
N1 0.6703 1.0464 -1.6794  0.040
N2 0.3879 2.3560 0.5237  -0.101
N3 -0.2320 2.6401 3.9181  0.109
N4 0.2182 3.0037 1.7147  0.009
C1 -4.3012 -0.8989 -1.5489  -0.069
C2 2.2361 -3.3282 1.7108  -0.029
C3 -4.8674 0.5966 1.1794  -0.096
C4 1.7471 0.8746 -3.8555  -0.033
C5 2.1804 2.1573 -3.7985  -0.044
C6 -3.1417 0.2443 2.9067  -0.118
C7 1.0202 0.2799 -2.7650  -0.188
C8 -3.0839 -3.8404 1.2230  -0.047
C9 -0.8288 -3.8595 0.4223  -0.037
C10 -3.5088 1.5053 -1.8118  -0.079
C11 -0.8264 -2.4745 0.2544  -0.174
C12 1.1564 2.3254 -1.6569  -0.259
C13 2.5416 -1.2620 3.0132  -0.100
C14 0.4252 -1.8044 -0.2537  -0.149
C15 1.2529 -4.2639 -2.3765  -0.027
C16 0.8825 -1.9952 -1.5686  -0.095
C17 -2.1334 -0.3761 -2.5321  -0.107
C18 1.8851 2.9148 -2.6492  -0.009
C19 0.1355 -2.7193 -3.9720  -0.044
C20 1.4020 -1.2694 0.6713  -0.264
C21 -3.1156 -2.4715 1.0222  -0.088
C22 4.2239 -0.1693 -1.6981  -0.359
C23 2.5693 -0.6406 0.1602  0.008
C24 1.5955 -1.9627 2.0233  -0.399
C25 1.9965 -1.2554 -2.0670  -0.083
C26 5.2259 -1.3255 -1.8290  -0.037
C27 -3.1114 0.0664 -1.4528  -0.645
C28 4.8140 0.9741 -0.8810  -0.049
C29 -3.3667 0.7878 1.4758  -0.615
C30 0.2955 -3.0586 -2.4840  -0.336
C31 -3.1378 2.3084 1.4723  -0.084
C32 0.8880 3.0426 -0.4337  -0.041
C33 -0.0100 2.1549 2.6788  -0.780
C34 -1.9327 -4.5418 0.9039  -0.040
C35 -2.0138 -1.7671 0.5329  -0.270
C36 2.9218 -0.6927 -1.1609  -0.160
H1 -2.8111 -0.7931 2.9378  0.060
H2 5.4901 -1.7150 -0.8436  0.089
H3 -4.7415 -0.7825 -2.5428  0.095
H4 2.7032 2.6010 -4.6354  0.120
H5 -5.0903 -0.7350 -0.8265  0.056
H6 -5.4039 1.1658 1.9409  0.094
H7 -2.1052 2.5834 1.6157  0.036
H8 -4.0864 0.3077 3.4488  0.088
H9 -2.6573 2.1838 -1.7103  0.085
H10 -2.4111 0.8383 3.4493  0.028
H11 -3.9672 -1.9348 -1.4623  0.083
H12 -3.8202 1.5228 -2.8595  0.096
H13 0.8338 -5.1120 -2.9188  0.095
H14 2.4203 -1.6434 -2.9846  0.138
H15 2.2189 -4.0220 -2.8239  0.089
H16 -0.0768 3.6200 4.0810  0.110
H17 -4.3335 1.8988 -1.2248  0.061
H18 2.3682 -0.1944 3.1017  0.037
H19 -5.2088 -0.4353 1.2638  0.071
H20 4.8213 -2.1487 -2.4202  0.078
H21 -1.8888 -5.6159 1.0265  0.115
H22 -3.4865 2.7730 0.5510  0.071
H23 4.0101 0.1994 -2.7103  0.130
H24 0.0515 -4.4320 0.1627  0.090
H25 1.6323 -3.9491 1.0452  0.051
H26 6.1392 -0.9790 -2.3132  0.087
H27 -2.6761 -0.5080 -3.4721  0.105
H28 -5.1783 0.9909 0.2182  0.057
H29 1.4337 -4.5679 -1.3464  0.068
H30 -0.6768 -3.3594 -2.0939  0.127
H31 0.2407 -0.3445 -3.1436  0.077
H32 -0.2225 -3.6139 -4.4824  0.094
H33 5.1317 0.6383 0.1086  0.084
H34 -3.9549 -4.3527 1.6089  0.115
H35 -0.5897 -1.9338 -4.1670  0.065
H36 -0.2451 2.0131 4.7033  0.096
H37 -3.7155 2.7392 2.2939  0.101
H38 2.2064 3.9410 -2.5470  0.121
H39 2.4068 -1.7041 4.0007  0.092
H40 3.2147 -3.1842 1.2485  0.092
H41 2.3842 -3.8770 2.6411  0.096
H42 3.5831 -1.4282 2.7298  0.082
H43 1.1411 4.0870 -0.2945  0.140
H44 4.0972 1.7879 -0.7563  0.076
H45 -4.0282 -1.9370 1.2492  0.090
H46 1.8991 0.2722 -4.7431  0.124
H47 1.0816 -2.4479 -4.4424  0.084
H48 3.2598 -0.2400 0.8895  0.120
H49 0.6237 -2.1345 2.4898  0.112
H50 -1.6635 -1.3290 -2.2804  0.067
H51 -1.3863 0.3940 -2.6735  0.059
H52 5.6966 1.3708 -1.3827  0.089

## Properties
LUMO (spin up / spin down): -3.28 / -3.24 eV
Charge: +1
Spin multiplicity: 1
Gap between HOMO and LUMO (spin up / spin down): 7.06 / 7.06 eV
E_HOMO (spin up / spin down): -10.34 / -10.30 eV



- Number 2 is which compound?
  C36H51Br45O6